[1]
This record from the Open Molecules 2025 dataset describes 2 unconnected molecules or ions with the total composition C13H14N2S2. The level of theory is the ωB97M-V functional and the def2-TZVPD basis.

Last column: Löwdin charge in e.
CARTESIAN COORDINATES (ANGSTROEM)
C: 1.833 1.103 -3.612  -0.04
C: 2.403 1.569 -2.434  -0.05
C: 2.213 0.884 -1.259  -0.01
C: 1.439 -0.303 -1.224  -0.30
C: 1.220 -0.992 -0.022  -0.67
S: 0.271 -2.470 0.081  1.02
C: 0.318 -2.670 1.857  -0.48
C: 1.534 -1.958 2.430  -0.49
S: 1.865 -0.455 1.523  1.03
C: 0.892 -0.765 -2.448  -0.02
C: 1.090 -0.070 -3.616  -0.05
H: 1.963 1.660 -4.527  0.11
H: 2.982 2.480 -2.447  0.11
H: 2.662 1.233 -0.345  0.09
H: -0.609 -2.261 2.271  0.08
H: 0.315 -3.740 2.092  0.10
H: 1.422 -1.728 3.495  0.09
H: 2.421 -2.589 2.335  0.07
H: 0.320 -1.677 -2.445  0.09
H: 0.652 -0.418 -4.539  0.11
C: 3.346 -4.151 -2.297  -0.07
C: 4.227 -3.938 -1.125  -0.54
N: 5.503 -4.345 -1.087  0.03
C: 5.956 -3.942 0.135  -0.25
C: 4.941 -3.307 0.792  -0.27
N: 3.838 -3.305 -0.010  0.01
H: 2.365 -3.713 -2.112  0.03
H: 3.780 -3.680 -3.179  0.06
H: 3.223 -5.215 -2.502  0.06
H: 6.966 -4.086 0.495  0.07
H: 4.996 -2.850 1.770  0.05

The calculation puts the highest occupied orbital energy at -5.77 eV. As for the lowest unoccupied orbital energy: -2.584 eV. For the total energy, the calculation gives -38356.0970 eV. For the relative energy (zero: lowest compared OMol25 entry of this formula, charge and spin), the calculation gives 33.9 kcal per mole. As for the spin multiplicity: 1.

[2]
This record from the Open Molecules 2025 dataset describes a single C13H14N4O5S2 molecule. The level of theory is the ωB97M-V functional and the def2-TZVPD basis.

Last column: Löwdin charge in e.
CARTESIAN COORDINATES (ANGSTROEM)
C: -7.391 -2.698 -1.403  -0.12
H: -8.165 -3.402 -1.108  0.09
O: -7.233 -1.806 -0.330  -0.19
C: -6.246 -0.830 -0.569  -0.31
C: -6.085 -0.017 0.705  -0.43
H: -5.650 -0.625 1.496  0.08
H: -7.049 0.377 1.023  0.08
S: -5.018 1.433 0.457  0.91
C: -3.468 0.676 0.374  -0.95
N: -3.266 -0.597 0.469  -0.07
N: -1.987 -0.936 0.382  0.00
C: -1.200 0.073 0.219  -0.58
N: 0.158 -0.047 0.105  0.12
C: 0.960 1.046 -0.089  -0.43
O: 0.486 2.161 -0.171  0.00
C: 2.416 0.788 -0.204  -0.12
C: 3.039 -0.383 0.182  0.06
C: 4.419 -0.547 0.048  -0.07
C: 5.227 0.509 -0.412  -0.19
C: 4.567 1.683 -0.825  0.03
C: 3.208 1.819 -0.732  0.01
H: 2.720 2.730 -1.041  0.13
H: 5.184 2.483 -1.200  0.13
O: 6.558 0.588 -0.450  -0.04
C: 7.405 -0.321 0.224  -0.05
H: 8.370 0.180 0.283  0.10
H: 7.041 -0.532 1.233  0.11
H: 7.512 -1.260 -0.327  0.09
N: 4.894 -1.879 0.318  -0.36
O: 4.399 -2.473 1.253  0.10
O: 5.711 -2.347 -0.449  0.08
H: 2.496 -1.218 0.601  0.12
H: 0.520 -0.989 0.143  0.15
S: -2.002 1.628 0.149  1.10
H: -6.550 -0.175 -1.402  0.12
H: -5.288 -1.305 -0.829  0.11
H: -7.701 -2.172 -2.315  0.09
H: -6.460 -3.240 -1.609  0.09

The calculation puts the highest occupied orbital energy at -8.37 eV. As for the lowest unoccupied orbital energy: -0.689 eV. For the total energy, the calculation gives -51572.5258 eV. For the relative energy (zero: lowest compared OMol25 entry of this formula, charge and spin), the calculation gives 1.4 kcal per mole. As for the spin multiplicity: 1.

[3]
This record from the Open Molecules 2025 dataset describes a single C13H14S2 molecule. The level of theory is the ωB97M-V functional and the def2-TZVPD basis.

Last column: Löwdin charge in e.
CARTESIAN COORDINATES (ANGSTROEM)
C: 1.385 3.095 0.617  -0.09
C: 0.732 2.425 -0.615  -0.18
C: 0.447 1.037 -0.350  -0.20
C: -0.310 -0.029 -0.115  -0.12
C: -1.548 -0.789 0.136  -0.17
C: -2.635 -0.195 0.725  -0.03
C: -3.860 -0.934 0.877  -0.06
C: -3.902 -2.290 0.481  -0.10
C: -2.847 -2.821 -0.245  -0.11
C: -1.694 -2.094 -0.410  -0.03
C: 1.123 -0.256 -0.183  -0.89
S: 1.804 -1.243 -1.527  0.87
C: 3.483 -0.979 -1.046  -0.59
C: 3.586 -1.125 0.496  -0.54
S: 2.136 -0.363 1.352  0.86
H: 0.820 2.746 1.520  0.09
H: 1.355 4.181 0.594  0.07
H: 2.389 2.714 0.754  0.06
H: 1.321 2.450 -1.453  0.08
H: -0.401 2.799 -0.725  0.17
H: -2.579 0.823 1.105  0.11
H: -4.532 -0.572 1.682  0.11
H: -4.708 -2.915 0.860  0.10
H: -3.035 -3.798 -0.724  0.11
H: -0.807 -2.654 -0.839  0.12
H: 3.786 0.112 -1.451  0.12
H: 4.156 -1.743 -1.533  0.08
H: 3.578 -2.158 0.855  0.05
H: 4.585 -0.625 0.892  0.11

The calculation puts the highest occupied orbital energy at -8.07 eV. As for the lowest unoccupied orbital energy: 0.690 eV. For the total energy, the calculation gives -35375.4380 eV. For the relative energy (zero: lowest compared OMol25 entry of this formula, charge and spin), the calculation gives 0.0 kcal per mole. The structure (SMILES) is CCC1=C(c2ccccc2)C12SCCS2. As for the spin multiplicity: 1.

[4]
This record from the Open Molecules 2025 dataset describes 2 unconnected molecules or ions with the total composition C13H15BCl4O. The level of theory is the ωB97M-V functional and the def2-TZVPD basis.

Last column: Löwdin charge in e.
CARTESIAN COORDINATES (ANGSTROEM)
Cl: 1.169 -4.598 -0.319  0.49
B: -0.282 -3.755 0.497  -1.83
Cl: -1.589 -3.203 -0.753  0.49
Cl: -1.129 -4.870 1.738  0.49
O: 0.268 -2.523 1.132  -0.05
C: -0.464 -1.644 1.724  -0.02
C: 0.146 -0.674 2.598  -0.16
C: -0.682 0.048 3.492  0.02
C: -0.142 1.068 4.286  -0.08
C: 1.242 1.298 4.261  -0.67
Cl: 1.886 2.579 5.176  0.74
C: 2.087 0.481 3.495  -0.07
C: 1.551 -0.532 2.706  0.03
H: -1.520 -1.822 1.799  0.13
H: -1.752 -0.160 3.529  0.13
H: -0.786 1.696 4.892  0.11
H: 3.164 0.668 3.507  0.12
H: 2.198 -1.209 2.130  0.14
C: -1.638 5.333 -0.939  -0.07
C: -2.173 3.962 -1.151  -0.33
C: -3.644 3.807 -1.283  -0.07
C: -1.339 2.877 -1.171  -0.12
C: -1.721 1.499 -1.213  -0.18
C: -0.824 0.454 -1.098  0.00
H: -2.435 6.071 -0.915  0.07
H: -1.097 5.418 0.007  0.08
H: -0.943 5.630 -1.726  0.08
H: -4.150 4.770 -1.211  0.07
H: -3.910 3.362 -2.246  0.09
H: -4.050 3.162 -0.498  0.09
H: -0.266 3.086 -1.122  0.11
H: -2.781 1.266 -1.429  0.10
H: -1.112 -0.603 -1.194  0.00
H: 0.235 0.703 -1.209  0.06

The calculation puts the highest occupied orbital energy at -8.25 eV. As for the lowest unoccupied orbital energy: -2.298 eV. For the total energy, the calculation gives -66539.9930 eV. For the relative energy (zero: lowest compared OMol25 entry of this formula, charge and spin), the calculation gives 17.4 kcal per mole. As for the spin multiplicity: 1.

[5]
This record from the Open Molecules 2025 dataset describes a molecular structure, C13H15Cl2NO3Si. The level of theory is the ωB97M-V functional and the def2-TZVPD basis.

Last column: Löwdin charge in e.
CARTESIAN COORDINATES (ANGSTROEM)
N: 4.134 -1.284 0.470  0.18
O: -1.331 -0.250 -2.146  0.10
Cl: -4.389 -2.722 1.658  0.71
Cl: -0.137 1.637 2.054  0.85
C: 3.308 -0.525 0.367  -0.33
O: -2.517 1.761 0.352  -0.03
O: -0.057 1.226 -0.950  -0.05
C: -1.189 0.732 -1.441  -0.54
C: -2.005 -1.755 2.566  -0.06
C: -1.126 -0.675 2.674  -0.12
C: -3.346 -0.362 1.053  -0.05
C: -3.170 -1.529 1.753  -0.66
C: -1.363 0.505 2.038  -0.61
C: -2.474 0.690 1.172  -0.29
C: -2.396 1.489 -1.047  -0.07
C: 3.277 1.802 -0.369  -0.10
C: 0.549 -1.526 -0.306  -0.12
C: 2.063 -0.300 -2.754  -0.13
C: 2.481 0.627 0.231  -0.38
Si: 1.196 0.072 -1.078  0.58
H: -1.992 -2.617 3.195  0.10
H: -0.186 -0.851 3.174  0.11
H: -4.223 -0.217 0.509  0.11
H: -2.336 2.423 -1.553  0.14
H: -3.295 0.942 -1.436  0.15
H: 4.151 2.089 0.232  0.09
H: 3.756 1.604 -1.320  0.07
H: 2.544 2.567 -0.520  0.07
H: 0.854 -2.411 -0.792  0.03
H: -0.520 -1.439 -0.510  0.02
H: 0.780 -1.755 0.738  0.04
H: 2.284 0.715 -3.142  0.03
H: 3.101 -0.725 -2.462  0.07
H: 1.616 -0.912 -3.560  0.04
H: 1.957 0.975 1.151  0.06

The calculation puts the highest occupied orbital energy at -9.02 eV. As for the lowest unoccupied orbital energy: 0.469 eV. For the total energy, the calculation gives -54279.9069 eV. For the relative energy (zero: lowest compared OMol25 entry of this formula, charge and spin), the calculation gives 10.4 kcal per mole. As for the spin multiplicity: 1.

[6]
This record from the Open Molecules 2025 dataset describes a molecular structure, C13H15Cl4F6FeNO13S2. The level of theory is the ωB97M-V functional and the def2-TZVPD basis.

Last column: Löwdin spin population.
CARTESIAN COORDINATES (ANGSTROEM)
Fe: -14.853 -38.735 7.440  4.13
Cl: -12.886 -37.812 4.498  -0.01
O: -11.797 -38.653 4.116  0.05
O: -14.040 -37.848 3.656  0.01
O: -13.309 -38.126 5.854  0.17
O: -12.439 -36.472 4.507  0.05
C: -14.172 -34.644 7.662  0.00
F: -14.184 -33.532 8.345  0.00
F: -15.310 -34.817 6.996  0.00
F: -13.192 -34.693 6.766  0.00
S: -13.910 -36.166 8.859  0.01
O: -12.847 -36.995 8.326  0.02
O: -13.717 -35.798 10.233  0.02
N: -15.236 -37.307 8.594  0.22
S: -16.477 -36.694 9.377  0.03
O: -16.524 -35.221 9.435  0.03
O: -17.646 -37.255 8.729  0.02
C: -16.421 -37.355 11.136  0.01
F: -17.582 -36.949 11.742  0.00
F: -16.646 -38.738 11.094  0.00
F: -15.400 -36.865 11.881  0.00
C: -14.002 -43.445 4.407  0.00
C: -13.014 -42.588 3.949  0.00
C: -12.365 -42.671 2.543  0.00
O: -11.313 -42.120 2.207  0.00
C: -13.006 -43.737 1.685  0.00
C: -14.056 -44.512 2.149  0.00
C: -14.627 -44.459 3.574  0.00
O: -15.489 -45.185 3.996  0.00
O: -14.811 -45.288 1.315  0.00
O: -12.534 -41.625 4.757  0.00
H: -14.303 -43.309 5.435  0.00
H: -12.723 -43.867 0.651  0.00
H: -15.527 -45.644 1.845  0.00
H: -12.023 -41.007 4.228  0.00
C: -9.083 -39.143 2.559  0.00
Cl: -8.081 -39.285 4.074  0.00
Cl: -8.213 -39.827 1.241  0.00
Cl: -9.322 -37.413 2.209  0.00
H: -10.043 -39.640 2.700  0.00
C: -10.977 -39.732 8.353  0.01
C: -12.317 -40.366 7.992  0.02
O: -13.423 -39.594 8.499  0.18
C: -13.444 -39.584 9.963  0.01
C: -13.642 -41.003 10.581  0.01
H: -10.185 -40.166 7.742  0.00
H: -11.010 -38.644 8.303  0.00
H: -10.719 -40.006 9.376  0.00
H: -12.311 -40.507 6.911  0.00
H: -12.268 -41.386 8.371  0.01
H: -12.510 -39.115 10.273  0.00
H: -14.181 -38.878 10.347  0.00
H: -13.704 -40.977 11.669  0.00
H: -12.913 -41.775 10.332  0.00
H: -14.618 -41.409 10.317  0.00

As for the expectation value of S²: 8.77. Its charge is +1. The calculation puts the highest occupied orbital energy (alpha / beta) at -11.75 / -11.75 eV. As for the lowest unoccupied orbital energy (alpha / beta): -6.696 / -9.498 eV. For the total energy, the calculation gives -164260.1864 eV. As for the spin multiplicity: 6.

[7]
This record from the Open Molecules 2025 dataset describes a molecular structure, C13H15ClIrN2O2Se. The level of theory is the ωB97M-V functional and the def2-TZVPD basis.

Last column: Löwdin spin population.
CARTESIAN COORDINATES (ANGSTROEM)
Cl: -2.132 -0.523 -1.036  0.51
C: 1.097 -1.646 -3.397  0.40
C: 1.788 -0.557 -2.757  0.17
C: 0.901 0.638 -2.872  0.26
H: 2.862 -0.512 -2.577  0.00
C: -0.283 0.181 -3.621  0.37
C: -0.126 -1.183 -3.892  0.42
H: -0.859 -1.766 -4.465  0.01
H: 1.523 -2.642 -3.538  0.01
H: 1.243 1.674 -2.853  0.03
C: -1.365 1.063 -4.083  0.05
Ir: 0.697 -0.013 -0.903  1.28
C: 2.307 0.810 -0.536  0.14
C: 0.438 -1.672 -0.003  0.16
O: 3.307 1.368 -0.369  0.04
O: 0.232 -2.651 0.582  0.06
H: -1.296 2.033 -3.583  0.00
H: -2.345 0.621 -3.865  0.01
H: -1.296 1.224 -5.168  0.02
C: 1.995 -0.222 2.556  0.01
N: 0.613 -0.127 2.985  0.03
C: 0.123 -0.672 4.159  0.04
C: -1.161 -0.303 4.265  0.04
N: -1.467 0.468 3.161  0.04
C: -2.761 1.077 2.903  0.01
C: -0.363 0.603 2.372  0.05
Se: -0.298 1.612 0.798  0.81
H: 2.541 -0.711 3.367  0.00
H: 2.407 0.773 2.364  0.00
H: 2.079 -0.834 1.652  0.01
H: 0.755 -1.275 4.800  0.00
H: -1.898 -0.506 5.035  0.00
H: -3.546 0.337 3.097  0.00
H: -2.920 1.940 3.562  0.00
H: -2.791 1.392 1.858  0.01

As for the expectation value of S²: 8.78. Its charge is +2. The calculation puts the highest occupied orbital energy (alpha / beta) at -13.65 / -15.91 eV. As for the lowest unoccupied orbital energy (alpha / beta): -6.297 / -10.285 eV. For the total energy, the calculation gives -101486.0974 eV. For the relative energy (zero: lowest compared OMol25 entry of this formula, charge and spin), the calculation gives 1.7 kcal per mole. As for the spin multiplicity: 6.

[8]
This record from the Open Molecules 2025 dataset describes a single C13H15ClN2O5 molecule. The level of theory is the ωB97M-V functional and the def2-TZVPD basis.

Last column: Löwdin charge in e.
CARTESIAN COORDINATES (ANGSTROEM)
C: -2.364 -2.140 -0.383  -0.02
C: -3.295 -0.975 -0.282  -0.19
C: -4.644 -1.140 -0.028  -0.07
C: -5.487 -0.041 0.044  -0.68
Cl: -7.171 -0.277 0.367  0.66
C: -4.997 1.237 -0.143  -0.11
C: -3.647 1.417 -0.398  -0.01
C: -2.794 0.325 -0.464  -0.22
O: -1.454 0.398 -0.707  -0.02
C: -0.821 1.655 -0.725  -0.08
C: 0.669 1.338 -0.617  -0.45
O: 1.434 1.292 -1.542  0.15
O: 1.000 1.104 0.646  0.06
C: 2.341 0.653 0.858  -0.26
C: 2.557 0.479 2.355  0.00
C: 2.499 -0.682 0.136  -0.41
O: 1.579 -1.437 -0.046  0.13
N: 3.757 -1.015 -0.315  0.19
C: 4.969 -0.334 -0.188  -0.57
N: 5.957 -0.884 -0.936  0.17
O: 5.141 0.608 0.545  0.08
H: -2.133 -2.337 -1.430  0.09
H: -2.808 -3.032 0.051  0.08
H: -1.422 -1.915 0.112  0.08
H: -5.044 -2.132 0.119  0.11
H: -5.658 2.088 -0.092  0.10
H: -3.276 2.419 -0.551  0.11
H: -1.018 2.188 -1.664  0.15
H: -1.121 2.265 0.136  0.14
H: 3.038 1.390 0.445  0.15
H: 3.602 0.250 2.539  0.08
H: 2.300 1.403 2.864  0.09
H: 1.925 -0.321 2.732  0.09
H: 3.764 -1.883 -0.839  0.16
H: 5.778 -1.556 -1.661  0.10
H: 6.844 -0.408 -0.943  0.11

The calculation puts the highest occupied orbital energy at -8.33 eV. As for the lowest unoccupied orbital energy: 0.507 eV. For the total energy, the calculation gives -39466.0047 eV. For the relative energy (zero: lowest compared OMol25 entry of this formula, charge and spin), the calculation gives 0.0 kcal per mole. The structure (SMILES) is Cc1cc(Cl)ccc1OCC(=O)O[C@@H](C)C(=O)NC(N)=O. As for the spin multiplicity: 1.